[1]
This record from OMol25 describes 4 unconnected molecules or ions with the total composition C28H64BNO4P. The level of theory is wB97M-V/def2-TZVPD.

Properties
Total charge: -1
Strongest force on any atom (eV/A): 8.4
Orbital gap (eV): 5.106
Highest occupied orbital energy (eV): -3.10
M (g/mol): 520.6
LUMO level (eV): 2.006

The geometry in XYZ format:
```
99
Properties=species:S:1:pos:R:3:lowdin_charge:R:1
C 6.5712 -4.9705 -1.9146 -0.09
C 6.7669 -3.4750 -2.0848 -0.11
B 6.2871 -2.8424 -3.5244 -1.04
C 6.9074 -1.3275 -3.6701 -0.08
C 5.8293 -0.1085 -3.4783 -0.28
O 5.6370 0.3303 -2.2058 -0.08
O 5.1368 0.5067 -4.6216 -0.05
O 4.8481 -2.9668 -3.8201 -0.15
C 4.0097 -2.8480 -2.6186 -0.18
C 2.4924 -2.4768 -3.1157 -0.27
C 2.4174 -1.2823 -4.2447 -0.10
C 1.6135 -3.7388 -3.6807 -0.36
C 0.1981 -3.9854 -2.8465 -0.12
C 2.4054 -5.1724 -3.7389 -0.12
P 7.1929 -3.9084 -4.8887 0.88
N 8.9483 -3.4340 -4.8586 -0.24
O 6.6258 -3.4272 -6.4700 -0.42
H 5.6231 -5.3798 -1.3190 0.05
H 7.3618 -5.6497 -2.4496 0.04
H 7.2812 -2.8712 -1.2164 0.10
H 7.3657 -1.2198 -4.7669 0.09
H 7.8393 -1.2210 -2.9327 0.13
H 5.8472 1.0010 -5.1471 0.12
H 4.3703 -1.9361 -1.9426 0.14
H 4.0006 -3.7859 -1.9196 0.11
H 1.9134 -2.0729 -2.1537 0.13
H 2.4621 -0.2100 -3.7259 0.08
H 1.3607 -1.3059 -4.7929 0.08
H 3.2379 -1.3433 -5.0783 0.08
H 1.3025 -3.4858 -4.8038 0.13
H -0.6724 -4.3276 -3.5788 0.07
H 0.3237 -4.8445 -2.0477 0.08
H -0.1612 -2.9621 -2.3648 0.07
H 1.5958 -5.9905 -4.0526 0.08
H 3.3598 -5.1884 -4.4163 0.09
H 2.7182 -5.4515 -2.6212 0.08
H 9.0751 -2.5653 -5.4458 0.01
H 9.5343 -4.1752 -5.3055 0.00
H 5.8953 -2.7333 -6.3267 0.05
C -0.0164 1.1729 -1.5254 -0.11
C -1.1021 2.0463 -2.1332 -0.28
C -0.8731 2.3523 -3.6150 -0.23
C 0.4022 3.1414 -3.9337 -0.22
C 0.5301 4.4942 -3.2294 -0.27
C -0.5646 5.4779 -3.6111 -0.12
H 0.9599 1.6652 -1.5489 0.07
H -0.2516 0.9558 -0.4776 0.06
H 0.0627 0.2202 -2.0576 0.07
H -1.1922 2.9745 -1.5595 0.09
H -2.0633 1.5279 -2.0310 0.10
H -1.7438 2.8974 -3.9997 0.10
H -0.8415 1.4073 -4.1718 0.11
H 0.4470 3.3010 -5.0185 0.11
H 1.2789 2.5319 -3.6840 0.10
H 1.4992 4.9329 -3.4969 0.11
H 0.5429 4.3616 -2.1426 0.09
H -0.5693 5.6564 -4.6908 0.07
H -0.3999 6.4374 -3.1101 0.07
H -1.5534 5.1158 -3.3156 0.06
C -3.6677 2.9571 4.5938 -0.12
C -3.2565 3.9728 3.5402 -0.27
C -2.9227 3.3397 2.1875 -0.23
C -1.7359 2.3692 2.1912 -0.22
C -0.4116 2.9539 2.6883 -0.27
C 0.1044 4.0949 1.8261 -0.11
H -2.8583 2.2569 4.8190 0.07
H -3.9307 3.4686 5.5263 0.07
H -4.5404 2.3845 4.2655 0.07
H -2.4097 4.5620 3.9072 0.10
H -4.0831 4.6797 3.3973 0.10
H -2.7356 4.1404 1.4616 0.10
H -3.8058 2.8023 1.8196 0.11
H -1.5956 1.9919 1.1703 0.09
H -1.9840 1.4935 2.8029 0.10
H 0.3396 2.1545 2.6914 0.11
H -0.5058 3.2903 3.7260 0.10
H 0.2445 3.7689 0.7908 0.06
H 1.0703 4.4455 2.2043 0.07
H -0.5817 4.9466 1.8311 0.07
C -6.2844 -2.7555 8.5473 -0.12
C -7.3700 -1.8821 7.9395 -0.28
C -7.1410 -1.5761 6.4577 -0.23
C -5.8657 -0.7871 6.1390 -0.23
C -5.7379 0.5658 6.8433 -0.27
C -6.8325 1.5495 6.4616 -0.12
H -5.3081 -2.2632 8.5239 0.07
H -6.5196 -2.9726 9.5951 0.07
H -6.2053 -3.7082 8.0151 0.08
H -7.4602 -0.9539 8.5132 0.10
H -8.3312 -2.4005 8.0417 0.10
H -8.0118 -1.0310 6.0730 0.10
H -7.1095 -2.5211 5.9009 0.11
H -5.8209 -0.6274 5.0542 0.11
H -4.9890 -1.3965 6.3887 0.10
H -4.7687 1.0045 6.5758 0.09
H -5.7250 0.4332 7.9302 0.10
H -6.8373 1.7280 5.3819 0.07
H -6.6678 2.5090 6.9626 0.07
H -7.8214 1.1874 6.7571 0.06
```



[2]
This record from OMol25 describes a gas-phase ion, C47H56N5 (charge +1). The level of theory is wB97M-V/def2-TZVPD.

Properties
Total charge: +1
Strongest force on any atom (eV/A): 2.6
Orbital gap (eV): 6.531
Highest occupied orbital energy (eV): -9.57
M (g/mol): 691.0
LUMO level (eV): -3.039

The geometry in XYZ format:
```
108
Properties=species:S:1:pos:R:3:lowdin_charge:R:1
C 2.2381 1.1380 2.9851 -0.05
C 1.9089 1.9120 1.7158 -0.37
C 3.0608 2.8416 1.3244 -0.05
C 0.6098 2.7152 1.8484 -0.11
C 0.5509 3.7232 2.8170 -0.02
C -0.4705 4.6706 2.7854 -0.03
C -1.4101 4.6500 1.7574 -0.01
C -1.3932 3.6488 0.7888 -0.11
C -2.3571 3.6841 -0.4011 -0.38
C -2.7554 5.1047 -0.8142 -0.06
C -3.5646 2.7778 -0.1985 -0.04
C -0.4379 2.6214 0.9116 -0.08
N -0.3419 1.6585 -0.1614 0.04
N 0.0302 2.1367 -1.3734 0.23
N 0.3304 1.0521 -2.1033 0.03
C 0.9967 1.2384 -3.3720 -0.08
C 2.3725 0.9760 -3.4773 -0.12
C 3.2931 0.7818 -2.2627 -0.37
C 4.2742 1.9533 -2.1493 -0.05
C 4.0400 -0.5450 -2.3176 -0.06
C 2.9555 1.0114 -4.7440 -0.02
C 2.2242 1.4277 -5.8510 -0.03
C 0.8975 1.8316 -5.6985 -0.01
C 0.2864 1.8010 -4.4454 -0.12
C -1.1298 2.3559 -4.2721 -0.38
C -2.1870 1.3103 -4.6118 -0.05
C -1.3433 3.6359 -5.0863 -0.06
C 0.0418 -0.1056 -1.4070 -0.19
C 0.1660 -1.4197 -2.0482 0.02
C -0.3391 0.2563 -0.1555 -0.09
C -1.0778 -0.5528 0.8712 -0.06
H 1.4694 0.3817 3.1847 0.07
H 3.2003 0.6246 2.8699 0.09
H 2.2997 1.8127 3.8496 0.08
H 1.7615 1.1779 0.9141 0.10
H 2.8355 3.3708 0.3905 0.08
H 3.2199 3.5949 2.1090 0.09
H 3.9919 2.2789 1.1850 0.08
H 1.3443 3.7898 3.5654 0.12
H -0.5045 5.4565 3.5437 0.12
H -2.1602 5.4396 1.6964 0.12
H -1.7860 3.2785 -1.2459 0.09
H -1.8602 5.7211 -0.9566 0.09
H -3.2994 5.0786 -1.7669 0.08
H -3.3992 5.5781 -0.0626 0.08
H -3.2455 1.7553 0.0392 0.07
H -4.1910 3.1449 0.6268 0.09
H -4.1743 2.7431 -1.1110 0.09
H 2.6568 0.7856 -1.3685 0.11
H 3.7366 2.9097 -2.1666 0.09
H 4.8477 1.8981 -1.2154 0.08
H 4.9808 1.9479 -2.9903 0.09
H 3.3464 -1.3836 -2.4609 0.06
H 4.7631 -0.5556 -3.1458 0.09
H 4.5883 -0.7091 -1.3800 0.08
H 4.0081 0.7358 -4.8497 0.12
H 2.6920 1.4449 -6.8367 0.12
H 0.3341 2.1843 -6.5682 0.12
H -1.2229 2.6209 -3.2099 0.10
H -2.0588 0.4137 -3.9930 0.07
H -3.1920 1.7144 -4.4334 0.09
H -2.1066 1.0171 -5.6687 0.09
H -0.5383 4.3522 -4.8908 0.09
H -1.3629 3.4168 -6.1604 0.08
H -2.2955 4.1086 -4.8152 0.08
H -0.1810 -2.2052 -1.3607 0.10
H -0.4456 -1.4997 -2.9620 0.10
H 1.2077 -1.6480 -2.3300 0.08
H -1.8129 -1.1258 0.2701 0.15
H -1.6880 0.1698 1.4504 0.13
C 3.5611 -3.5640 -0.4049 -0.01
N 2.5578 -3.2605 0.6006 -0.09
C 1.7428 -2.1471 0.6180 -0.02
C 0.7778 -2.2903 1.6051 -0.10
C -0.5037 -1.5118 1.8705 -0.21
C -1.6362 -2.4720 2.2285 -0.16
C -1.8793 -3.7534 1.7331 -0.01
N -3.0082 -4.2772 2.3205 -0.09
C -3.4255 -5.6599 2.1986 -0.01
C -3.5849 -3.3024 3.1371 -0.16
C -2.7422 -2.1469 3.1032 -0.13
C -3.0802 -1.0374 3.8749 -0.03
C -4.2585 -1.0859 4.6390 -0.09
C -5.0741 -2.2305 4.6537 -0.08
C -4.7361 -3.3651 3.8974 -0.01
C 1.1192 -3.4849 2.3410 -0.14
C 2.1939 -4.1042 1.6434 -0.16
C 2.6099 -5.4076 1.9041 -0.01
C 1.9309 -6.1172 2.9057 -0.08
C 0.9255 -5.4915 3.6608 -0.08
C 0.5446 -4.1672 3.4078 -0.03
H 4.1191 -4.4483 -0.0837 0.08
H 3.1008 -3.7891 -1.3809 0.10
H 4.2530 -2.7215 -0.5287 0.07
H 1.9152 -1.3181 -0.0648 0.11
H -0.3196 -0.9406 2.8058 0.14
H -1.2958 -4.3542 1.0451 0.14
H -4.3712 -5.8093 2.7232 0.08
H -3.5565 -5.9165 1.1422 0.09
H -2.6710 -6.3447 2.6156 0.10
H -2.4177 -0.1697 3.8800 0.11
H -4.5358 -0.2198 5.2389 0.10
H -5.9820 -2.2258 5.2581 0.10
H -5.3576 -4.2600 3.8852 0.10
H 3.4294 -5.8479 1.3344 0.10
H 2.1873 -7.1619 3.1116 0.11
H 0.4326 -6.0453 4.4580 0.10
H -0.1937 -3.6614 4.0218 0.12
```



[3]
This record from OMol25 describes a molecular structure, C2H2AgO. The level of theory is wB97M-V/def2-TZVPD.

Properties
Total charge: -1
Strongest force on any atom (eV/A): 3.7
Orbital gap (alpha / beta) (eV): 6.010 / 7.715
Highest occupied orbital energy (alpha / beta) (eV): -1.30 / -3.67
M (g/mol): 149.9
LUMO level (alpha / beta) (eV): 4.711 / 4.048
Spin multiplicity: 3

The geometry in XYZ format:
```
6
Properties=species:S:1:pos:R:3:lowdin_charge:R:1
C 1.3205 0.2439 1.4056 -0.35
C 0.1622 0.8184 1.4434 -0.32
H 2.2101 0.1774 2.0464 -0.05
H -0.4146 1.4450 2.1375 -0.04
O -1.0844 -0.2070 -1.6564 -0.77
Ag 0.1787 -0.5234 -0.3510 0.53
```